[1]
Here is C4H7N2O3 as an isolated structure at a distorted geometry from OMol25. Energies are from ωB97M-V/def2-TZVPD.

Values from the calculation:
total charge = +1
<S²> = 2.02
E = -13367.2252 eV
2S+1 = 3

Last column: natural (NBO) charge in e.
CARTESIAN COORDINATES (ANGSTROEM)
C1 -0.11 0.00 -0.48  0.065
C2 0.47 0.04 0.77  0.361
C3 -0.67 1.02 -1.32  -0.693
C4 0.79 1.24 1.52  -0.699
N1 -0.23 -1.24 -1.01  0.293
N2 0.64 -1.25 1.21  0.292
O1 1.10 -1.57 2.23  -0.172
O2 0.22 -2.23 0.35  -0.247
O3 -1.24 -1.82 -1.55  -0.415
H1 -0.29 1.04 -2.44  0.277
H2 -0.63 2.04 -0.87  0.264
H3 -1.77 0.79 -1.47  0.272
H4 1.07 0.85 2.55  0.290
H5 0.05 2.02 1.45  0.286
H6 1.67 1.63 1.19  0.287
H7 -1.07 -2.58 -2.13  0.538



[2]
Here is C21H36N3O5SeSi2Ti as an isolated structure at a distorted geometry from OMol25. Energies are from ωB97M-V/def2-TZVPD.

Values from the calculation:
total charge = -1
E = -141291.4107 eV
2S+1 = 1

Last column: natural (NBO) charge in e.
CARTESIAN COORDINATES (ANGSTROEM)
Ti1 -0.82 0.54 -1.11  1.786
O1 -2.42 3.86 -1.18  -0.744
C1 -1.75 2.64 -0.93  0.580
O2 -1.08 2.21 -2.05  -0.762
C2 -0.65 2.92 0.16  -0.106
O3 0.38 1.96 -0.07  -0.539
C3 1.39 2.35 -1.03  -0.173
C4 1.26 1.61 -2.38  0.809
O4 1.82 2.07 -3.35  -0.611
O5 0.62 0.48 -2.30  -0.707
H1 -2.23 4.04 -2.11  0.490
H2 -1.05 2.74 1.15  0.215
H3 -0.28 3.94 0.07  0.192
H4 2.36 2.05 -0.60  0.230
H5 1.37 3.42 -1.21  0.208
C5 1.41 -3.18 -1.41  -1.121
Si1 2.61 -1.96 -0.57  1.721
C6 3.83 -3.06 0.42  -1.126
C7 3.71 -1.21 -1.92  -1.120
C8 1.68 -0.75 0.49  -1.423
C9 0.41 -1.30 0.96  0.343
C10 0.36 -2.39 1.87  -0.288
C11 -0.82 -2.92 2.30  -0.142
C12 -2.02 -2.33 1.90  -0.287
C13 -1.94 -1.25 1.06  0.072
N1 -0.78 -0.74 0.58  -0.590
Si2 2.59 0.01 1.89  1.730
C14 4.23 0.79 1.32  -1.121
C15 3.10 -1.08 3.38  -1.134
C16 1.50 1.33 2.74  -1.115
H6 1.94 -4.01 -1.88  0.225
H7 0.85 -2.66 -2.19  0.240
H8 0.69 -3.59 -0.70  0.229
H9 4.33 -3.79 -0.22  0.218
H10 3.32 -3.61 1.22  0.213
H11 4.60 -2.44 0.88  0.219
H12 4.44 -1.95 -2.27  0.219
H13 4.26 -0.34 -1.55  0.224
H14 3.12 -0.88 -2.77  0.245
H15 1.31 -2.81 2.18  0.227
H16 -0.84 -3.79 2.95  0.208
H17 -2.98 -2.70 2.22  0.217
H18 -2.83 -0.73 0.75  0.226
H19 4.63 0.25 0.45  0.232
H20 4.98 0.74 2.11  0.223
H21 4.13 1.84 1.03  0.223
H22 3.72 -1.93 3.05  0.225
H23 2.23 -1.49 3.89  0.219
H24 3.68 -0.52 4.11  0.220
H25 1.47 2.26 2.17  0.223
H26 1.85 1.57 3.75  0.216
H27 0.48 0.96 2.82  0.226
C17 -4.53 0.06 -0.51  -0.607
C18 -3.92 1.41 -0.88  0.139
C19 -4.74 2.45 -0.09  -0.621
C20 -4.12 1.60 -2.40  -0.630
N2 -2.49 1.47 -0.47  -0.760
H28 -5.57 0.03 -0.85  0.206
H29 -4.55 -0.08 0.57  0.194
H30 -4.01 -0.77 -0.99  0.222
H31 -5.80 2.34 -0.33  0.192
H32 -4.42 3.46 -0.30  0.232
H33 -4.60 2.26 0.98  0.202
H34 -5.13 1.29 -2.69  0.199
H35 -3.40 0.99 -2.94  0.229
H36 -3.99 2.63 -2.70  0.204
Se1 -3.01 -3.47 -2.24  -0.110
C21 -2.21 -1.95 -2.16  0.202
N3 -1.67 -0.90 -2.10  -0.677



[3]
Here is one molecule with the formula C6H16N2 at a distorted geometry from OMol25. Energies are from ωB97M-V/def2-TZVPD.

Values from the calculation:
total charge = 0
E = -9460.9412 eV
2S+1 = 1
SMILES string = CCNC[C@@H](N)CC

Last column: natural (NBO) charge in e.
CARTESIAN COORDINATES (ANGSTROEM)
C1 0.59 -0.68 -0.07  -0.223
N1 -0.76 -0.42 0.56  -0.618
C2 -1.35 -1.67 1.05  -0.222
C3 -1.13 -1.86 2.54  -0.629
C4 1.15 0.63 -0.58  -0.060
N2 2.49 0.29 -1.15  -0.863
C5 -0.56 2.48 -1.12  -0.602
C6 0.24 1.27 -1.63  -0.415
H1 0.34 -1.24 -0.97  0.181
H2 1.22 -1.22 0.64  0.187
H3 -0.50 0.14 1.36  0.337
H4 -2.42 -1.62 0.78  0.185
H5 -0.97 -2.45 0.41  0.185
H6 -1.72 -2.68 2.97  0.216
H7 -0.11 -2.22 2.68  0.206
H8 -1.35 -0.92 3.04  0.205
H9 1.40 1.28 0.21  0.182
H10 2.44 -0.58 -1.66  0.360
H11 2.96 1.08 -1.55  0.367
H12 0.07 3.37 -1.26  0.195
H13 -1.46 2.61 -1.71  0.209
H14 -0.85 2.43 -0.08  0.210
H15 0.78 1.46 -2.56  0.205
H16 -0.52 0.52 -1.91  0.204



[4]
Here is C4H6CsMgO2 as an isolated structure at a distorted geometry from OMol25. Energies are from ωB97M-V/def2-TZVPD.

Values from the calculation:
total charge = +1
E = -14319.6735 eV
2S+1 = 1

Last column: natural (NBO) charge in e.
CARTESIAN COORDINATES (ANGSTROEM)
O1 -0.03 -2.57 1.50  -0.640
C1 -1.18 -1.88 1.68  0.386
C2 -1.08 -0.50 1.91  -0.740
Mg1 2.81 1.40 -0.78  0.915
Cs1 0.37 2.92 -4.53  0.986
H1 -0.16 -0.15 2.42  0.191
H2 -1.97 0.04 2.23  0.201
C3 0.24 -0.08 -1.14  -0.198
C4 -0.55 0.70 -0.30  -0.336
O2 1.61 -0.23 -0.76  -0.924
H3 -0.16 -1.02 -1.52  0.211
H4 -1.60 0.83 -0.59  0.228
H5 -0.11 1.58 0.18  0.182
H6 1.80 -1.04 -0.30  0.539



[5]
Here is one molecule with the formula C4H7N3 at a distorted geometry from OMol25. Energies are from ωB97M-V/def2-TZVPD.

Values from the calculation:
total charge = 0
E = -8729.3407 eV
2S+1 = 1
SMILES string = Nc1cc[nH]c1N

Last column: natural (NBO) charge in e.
CARTESIAN COORDINATES (ANGSTROEM)
C1 1.14 1.21 0.07  -0.358
C2 -0.04 1.94 -0.05  -0.112
C3 0.92 -0.13 0.05  0.105
C4 -0.82 -0.22 -0.16  0.244
N1 -1.14 1.09 -0.05  -0.506
N2 1.86 -1.16 -0.12  -0.822
N3 -1.80 -1.22 -0.02  -0.852
H1 2.07 1.57 0.17  0.208
H2 -0.31 3.01 -0.26  0.206
H3 -2.01 1.50 -0.31  0.410
H4 2.80 -0.79 -0.11  0.368
H5 1.83 -1.92 0.51  0.366
H6 -1.41 -2.17 -0.20  0.377
H7 -2.29 -1.41 0.89  0.366



[6]
Here is C22H20CrPS2 as an isolated structure from OMol25. Energies are from ωB97M-V/def2-TZVPD.

Values from the calculation:
total charge = -1
<S²> = 6.04
E = -82521.5410 eV
2S+1 = 5

Last column: natural (NBO) charge in e.
CARTESIAN COORDINATES (ANGSTROEM)
Cr1 -0.15 -0.16 -0.20  0.832
C1 2.69 -0.22 5.23  -0.213
C2 3.45 0.76 4.60  -0.213
C3 3.32 0.97 3.24  -0.225
C4 2.42 0.20 2.49  -0.249
C5 1.67 -0.79 3.13  -0.218
C6 1.81 -0.99 4.49  -0.214
P1 2.17 0.44 0.70  0.817
C7 3.88 0.43 0.06  -0.233
C8 4.20 1.22 -1.05  -0.227
C9 5.47 1.17 -1.60  -0.212
C10 6.44 0.34 -1.05  -0.221
C11 6.13 -0.45 0.05  -0.214
C12 4.85 -0.41 0.60  -0.228
C13 1.51 2.10 0.44  -0.320
C14 2.11 3.34 0.69  -0.238
C15 1.39 4.49 0.42  -0.253
C16 0.09 4.38 -0.08  -0.216
C17 -0.48 3.14 -0.32  -0.220
C18 0.21 1.95 -0.07  -0.404
H1 2.80 -0.38 6.30  0.204
H2 4.14 1.37 5.17  0.204
H3 3.91 1.73 2.75  0.212
H4 0.98 -1.38 2.55  0.252
H5 1.22 -1.76 4.98  0.213
H6 3.45 1.87 -1.48  0.229
H7 5.71 1.79 -2.46  0.208
H8 7.44 0.30 -1.48  0.205
H9 6.87 -1.11 0.48  0.207
H10 4.61 -1.03 1.45  0.222
H11 3.13 3.41 1.07  0.197
H12 1.83 5.47 0.60  0.196
H13 -0.47 5.29 -0.29  0.195
H14 -1.50 3.10 -0.71  0.205
C19 -4.20 -2.31 -1.11  -0.642
C20 -2.77 -1.96 -0.75  -0.178
S1 -2.40 -0.23 -0.80  -0.392
C21 -1.86 -2.89 -0.41  -0.197
C22 -2.19 -4.36 -0.36  -0.632
S2 -0.19 -2.51 0.02  -0.454
H15 -4.74 -1.41 -1.38  0.219
H16 -4.72 -2.79 -0.28  0.198
H17 -4.24 -2.99 -1.97  0.197
H18 -3.20 -4.58 -0.69  0.197
H19 -2.06 -4.75 0.65  0.203
H20 -1.50 -4.93 -1.00  0.206